[1]
The following is a quantum chemistry calculation of the molecule C3H5NS at a distorted geometry, from OMol25.

Calculated values
<S²>: 2.01
Spin multiplicity: 3
Energy above the lowest of the compared OMol25 structures with the same formula, charge and spin in eV: 2.215
LUMO energy (alpha / beta) in eV: 0.87 / -2.03

Each line ends with the Löwdin spin population.
Positions of all 10 atoms, in Å:
C  -0.24  0.84  -0.05  0.709
C  0.98  1.32  -0.06  0.649
C  -0.25  -0.71  -0.28  0.086
N  1.11  -1.22  0.08  0.042
S  2.28  0.01  -0.18  0.391
H  -1.27  1.25  0.14  0.038
H  1.26  2.26  0.14  0.041
H  -0.87  -1.31  0.39  0.009
H  -0.41  -0.86  -1.28  0.026
H  0.98  -1.34  1.04  0.010

---

[2]
The following is a quantum chemistry calculation of a cluster of 2 separate species, C3H5NS in total at a distorted geometry, from OMol25.

Calculated values
<S²>: 2.03
Spin multiplicity: 3
Energy above the lowest of the compared OMol25 structures with the same formula, charge and spin in eV: 4.110
LUMO energy (alpha / beta) in eV: -0.09 / -2.94

Each line ends with the Löwdin spin population.
Positions of all 10 atoms, in Å:
C  -3.45  -0.86  -0.47  1.434
C  -0.20  0.46  -0.60  0.005
C  0.37  0.01  0.70  0.014
N  -0.87  -0.51  0.20  0.072
S  -4.24  0.33  0.15  0.457
H  -1.02  -1.41  -0.22  0.013
H  -0.53  1.50  -0.63  0.001
H  0.45  0.02  -1.51  0.001
H  1.08  -0.77  0.85  0.002
H  0.19  0.53  1.67  0.001

---

[3]
The following is a quantum chemistry calculation of the molecule C3H5NS3 at a distorted geometry, from OMol25.

Calculated values
Energy above the lowest of the compared OMol25 structures with the same formula, charge and spin in eV: 1.610
LUMO energy in eV: 0.47

Each line ends with the Mulliken charge.
Positions of all 12 atoms, in Å:
S  -0.28  0.94  -3.40  -0.192
N  0.27  1.25  -1.89  -0.389
C  0.06  0.43  -0.91  0.463
S  -0.90  -0.98  -0.48  -0.088
C  -0.79  -0.78  1.22  -0.503
C  0.62  -0.34  1.65  -0.495
S  0.98  1.01  0.58  -0.174
H  0.67  1.48  -4.40  0.151
H  -1.42  -0.03  1.72  0.325
H  -0.98  -1.92  1.68  0.275
H  1.20  -1.25  1.56  0.335
H  0.58  0.19  2.66  0.292

---

[4]
The following is a quantum chemistry calculation of the molecule C3H5NSe at a distorted geometry, from OMol25.

Calculated values
Energy above the lowest of the compared OMol25 structures with the same formula, charge and spin in eV: 0.996
LUMO energy in eV: 0.47

Each line ends with the Mulliken charge.
Positions of all 10 atoms, in Å:
C  0.48  -0.30  1.31  -0.877
Se  0.69  1.41  0.40  0.138
C  -0.37  1.10  -1.08  -0.569
C  -2.07  0.70  -0.68  0.148
N  -3.07  0.31  -0.31  -0.371
H  1.33  -0.54  1.98  0.311
H  -0.42  -0.29  1.83  0.330
H  0.45  -1.02  0.44  0.241
H  -0.16  0.22  -1.84  0.335
H  -0.66  1.99  -1.67  0.315

---

[5]
The following is a quantum chemistry calculation of a cluster of 2 separate species, C3H5O2 in total at a distorted geometry, from OMol25.

Calculated values
Net charge: -1
Energy above the lowest of the compared OMol25 structures with the same formula, charge and spin in eV: 3.564
LUMO energy in eV: 4.21

Each line ends with the Mulliken charge.
Positions of all 10 atoms, in Å:
O  1.69  -1.63  -0.01  0.097
O  0.00  -1.61  1.40  -0.179
C  1.21  -1.91  1.25  -1.081
H  1.60  -0.63  -0.23  0.181
C  -1.16  0.62  0.02  -0.135
H  -1.83  -0.15  -0.38  0.157
H  -1.37  1.03  1.01  0.183
C  -0.23  1.20  -0.77  -0.733
H  -0.20  0.98  -1.84  0.255
H  0.28  2.11  -0.45  0.253

---

[6]
The following is a quantum chemistry calculation of a cluster of 2 separate species, C3H5O2S2 in total at a distorted geometry, from OMol25.

Calculated values
Net charge: -1
Energy above the lowest of the compared OMol25 structures with the same formula, charge and spin in eV: 3.043
LUMO energy (alpha / beta) in eV: 3.54 / 1.57

Each line ends with the Mulliken charge.
Positions of all 12 atoms, in Å:
C  -0.46  -0.18  0.75  0.774
C  0.20  0.38  -0.54  -0.404
C  0.08  0.20  2.03  -0.944
O  -1.19  -1.19  0.61  -0.591
O  3.97  1.01  1.27  -0.527
S  4.75  -0.48  -1.02  -0.566
S  3.58  -0.22  0.58  0.175
H  1.28  0.49  -0.19  -0.083
H  0.03  -0.48  -1.33  0.231
H  -0.28  1.37  -0.90  0.234
H  0.27  1.22  2.26  0.343
H  -0.08  -0.52  2.77  0.358

---

[7]
The following is a quantum chemistry calculation of a cluster of 2 separate species, C3H5O3 in total, from OMol25.

Calculated values
Net charge: -1
Energy above the lowest of the compared OMol25 structures with the same formula, charge and spin in eV: 0.150
LUMO energy in eV: 4.26

Each line ends with the Mulliken charge.
Positions of all 11 atoms, in Å:
C  -1.61  -0.19  -0.33  -0.801
C  -1.34  1.08  -0.64  0.078
O  -0.18  1.72  -0.51  -0.572
H  -2.61  -0.59  -0.47  0.238
H  -0.86  -0.85  0.07  0.242
H  -2.13  1.72  -1.04  0.304
H  0.51  1.09  -0.15  0.523
O  1.32  -1.95  1.13  -0.643
C  2.04  -1.01  0.75  -0.052
O  1.70  0.10  0.28  -0.668
H  3.14  -1.13  0.91  0.350

---

[8]
The following is a quantum chemistry calculation of a structure of composition C3H5O3 at a distorted geometry, from OMol25.

Calculated values
Net charge: -1
Energy above the lowest of the compared OMol25 structures with the same formula, charge and spin in eV: 0.639
LUMO energy in eV: 4.30

Each line ends with the Mulliken charge.
Positions of all 11 atoms, in Å:
C  1.12  1.98  0.52  -0.832
C  1.15  0.64  0.31  0.001
O  0.90  0.03  -0.82  -0.697
H  1.68  2.41  1.34  0.260
H  0.96  2.59  -0.37  0.250
H  1.40  -0.07  1.13  0.317
H  -0.27  -0.33  -0.92  0.425
O  -1.34  -0.81  -0.96  -0.562
C  -1.75  -1.83  -0.30  0.194
O  -2.62  -2.62  -0.60  -0.578
H  -1.23  -1.99  0.67  0.221

---

[9]
The following is a quantum chemistry calculation of a cluster of 2 separate species, C3H5O3 in total at a distorted geometry, from OMol25.

Calculated values
Net charge: -1
Energy above the lowest of the compared OMol25 structures with the same formula, charge and spin in eV: 0.275
LUMO energy in eV: 4.27

Each line ends with the Mulliken charge.
Positions of all 11 atoms, in Å:
O  -1.18  -0.83  -1.21  -0.755
C  -0.49  -1.87  -1.00  -0.007
O  0.55  -1.96  -0.31  -0.669
H  -0.85  -2.78  -1.51  0.413
O  0.23  1.63  2.30  -0.564
C  0.26  0.84  1.38  0.126
C  0.32  1.25  -0.05  -0.696
H  0.27  -0.24  1.61  0.364
H  0.01  2.30  -0.10  0.310
H  -0.43  0.57  -0.60  0.255
H  1.30  1.10  -0.50  0.222

---

[10]
The following is a quantum chemistry calculation of the molecule C3H5O3PS at a distorted geometry, from OMol25.

Calculated values
Energy above the lowest of the compared OMol25 structures with the same formula, charge and spin in eV: 1.084
LUMO energy in eV: 0.19

Each line ends with the Mulliken charge.
Positions of all 13 atoms, in Å:
C  2.31  0.37  0.08  -1.274
C  0.95  -0.11  0.25  0.552
C  -0.15  -0.55  0.39  0.208
O  -1.31  -1.09  0.60  -0.564
P  -2.92  -0.20  0.02  0.747
O  -3.90  -1.01  0.94  -0.467
O  -3.22  -0.91  -1.36  -0.450
S  -2.90  1.74  0.02  -0.304
H  2.45  0.75  -0.93  0.280
H  2.52  1.17  0.79  0.276
H  3.01  -0.45  0.25  0.284
H  -3.78  -0.82  1.87  0.359
H  -3.10  -0.32  -2.10  0.355

---

[11]
The following is a quantum chemistry calculation of the ion C3H5O3S with charge -1 at a distorted geometry, from OMol25.

Calculated values
Net charge: -1
Energy above the lowest of the compared OMol25 structures with the same formula, charge and spin in eV: 4.851
LUMO energy in eV: 4.02

Each line ends with the Mulliken charge.
Positions of all 12 atoms, in Å:
C  -0.38  0.02  2.39  -0.458
C  0.13  0.18  1.18  -0.535
S  -0.74  0.09  -0.86  0.544
O  -1.54  -1.09  -1.08  -0.597
O  -0.76  1.06  -2.50  -0.732
C  1.00  -0.71  -1.12  0.159
O  2.00  -0.11  -1.39  -0.467
H  0.12  0.23  3.38  0.252
H  -1.50  -0.33  2.56  0.134
H  1.18  0.59  1.10  0.173
H  -0.44  1.94  -2.34  0.250
H  0.92  -1.86  -1.31  0.278

---

[12]
The following is a quantum chemistry calculation of a structure of composition C3H5O3Sm at a distorted geometry, from OMol25.

Calculated values
Net charge: +3
<S²>: 12.02
Spin multiplicity: 7
Energy above the lowest of the compared OMol25 structures with the same formula, charge and spin in eV: 9.803
LUMO energy (alpha / beta) in eV: -16.56 / -16.28

Each line ends with the Löwdin spin population.
Positions of all 12 atoms, in Å:
H  0.36  1.51  -1.27  0.020
C  -0.81  1.14  -0.78  0.059
C  0.06  0.00  -1.08  0.026
O  0.97  -0.31  -0.16  0.005
C  1.30  -1.62  0.12  0.000
O  0.93  -1.68  1.37  -0.008
H  -1.35  1.50  -1.68  0.011
H  -0.33  -0.84  -1.65  0.001
H  1.24  -2.49  1.82  0.000
Sm  0.28  0.41  2.51  5.800
O  -0.94  1.60  1.05  0.063
H  -1.71  0.76  -0.24  0.022